DFT (ωB97M-V/def2-TZVPD) results for an isolated molecule of C6H3N5 at a distorted geometry.

The molar mass is 145.13 Da. As for the SMILES: N#Cc1ncn2nccnc12. The calculation puts the energy relative to the best compared isomer or geometry (same formula, charge and spin) at 207.4 kJ/mol. The value obtained for the highest occupied orbital energy (alpha / beta) is -8.8 / -8.8 eV. The electronic energy comes out at -504.1350 Ha. The value obtained for the HOMO-LUMO gap (alpha / beta) is 0.28118 / 0.28121 Ha.

```
! wB97M-V def2-TZVPD RIJCOSX def2/J DEFGRID3
* xyz 0 1
N 1.654 -3.113 -1.987
C 1.139 -2.580 -1.110
C 0.434 -1.776 -0.283
N -0.418 -2.197 0.672
C -0.962 -1.186 1.309
N -0.580 0.021 0.773
N -0.854 1.307 1.068
C -0.286 2.221 0.343
C 0.506 1.977 -0.848
N 0.728 0.732 -1.125
C 0.256 -0.218 -0.317
H -1.761 -1.238 2.102
H -0.646 3.200 0.756
H 0.790 2.849 -1.353
*
```


DFT (ωB97M-V/def2-TZVPD) results for a cluster of 2 separate species, C4H9NO2 in total at a distorted geometry.

The molar mass is 103.12 Da. As for the SMILES: C=C(N)O.CC=O. The calculation puts the energy relative to the best compared isomer or geometry (same formula, charge and spin) at 386.4 kJ/mol. The value obtained for the highest occupied orbital energy is -8.3 eV. The electronic energy comes out at -362.9384 Ha. The value obtained for the HOMO-LUMO gap is 0.30547 Ha.

```
! wB97M-V def2-TZVPD RIJCOSX def2/J DEFGRID3
* xyz 0 1
C 0.847 0.088 1.377
C 0.549 -0.820 0.357
N 1.375 -0.884 -0.775
O -0.172 -1.952 0.643
H 0.491 -0.104 2.382
H 1.651 0.802 1.255
H 0.937 -1.459 -1.489
H 2.286 -1.267 -0.546
H -1.095 -1.633 0.814
C -0.856 1.260 -1.172
C -1.002 0.548 0.157
O -2.002 -0.111 0.512
H 0.163 1.612 -1.321
H -1.549 2.102 -1.195
H -1.116 0.568 -1.975
H -0.507 1.252 0.974
*
```


DFT (ωB97M-V/def2-TZVPD) results for a cluster of 2 separate species, C2H3BrOS in total at a distorted geometry.

The molar mass is 155.02 Da. As for the SMILES: C=C=O.SBr. The calculation puts the energy relative to the best compared isomer or geometry (same formula, charge and spin) at 122.1 kJ/mol. The value obtained for the highest occupied orbital energy is -9.5 eV. The electronic energy comes out at -3125.3897 Ha. The value obtained for the HOMO-LUMO gap is 0.32797 Ha.

```
! wB97M-V def2-TZVPD RIJCOSX def2/J DEFGRID3
* xyz 0 1
C 1.241 0.077 -0.256
C 2.338 -0.613 -0.087
O 3.371 -1.192 -0.009
H 0.280 -0.274 -0.748
H 1.010 1.074 0.276
S -2.218 0.511 -0.287
Br -4.255 -0.137 0.135
H -1.769 0.554 0.976
*
```


DFT (ωB97M-V/def2-TZVPD) results for a structure of composition C61H74FN6O3P2SSiTi at a distorted geometry.

The molar mass is 1128.27 Da. The calculation puts the energy relative to the best compared isomer or geometry (same formula, charge and spin) at 301.1 kJ/mol. The value obtained for the highest occupied orbital energy (alpha / beta) is -13.5 / -13.5 eV. The electronic energy comes out at -5242.0358 Ha. The value obtained for the HOMO-LUMO gap (alpha / beta) is 0.22703 / 0.22685 Ha.

```
! wB97M-V def2-TZVPD RIJCOSX def2/J DEFGRID3
* xyz 3 1
Ti -0.731 -0.015 -1.664
F 2.166 0.906 4.256
C 2.819 0.507 3.143
C 2.066 0.370 2.011
C 2.659 0.035 0.791
C 1.873 -0.117 -0.404
O 0.597 -0.223 -0.343
C 2.608 -0.101 -1.633
C 3.978 -0.194 -1.611
N 4.689 -0.298 -0.477
C 6.119 -0.483 -0.541
C 6.688 -1.527 -1.453
C 6.716 -1.743 0.027
C 4.065 -0.101 0.746
C 4.801 -0.014 1.927
C 4.212 0.270 3.165
N 4.950 0.278 4.331
C 4.307 0.348 5.637
C 5.325 0.121 6.756
N 6.257 -0.966 6.362
C 7.060 -0.602 5.147
C 6.367 0.539 4.388
C 1.877 0.206 -2.910
O 2.454 0.559 -3.915
O 0.576 0.158 -2.822
H 1.006 0.566 2.064
H 4.524 -0.184 -2.546
H 6.667 0.446 -0.416
H 7.610 -1.291 -1.958
H 6.008 -2.127 -2.034
H 7.662 -1.678 0.542
H 6.035 -2.471 0.442
H 5.866 -0.154 1.863
H 3.532 -0.424 5.679
H 3.821 1.317 5.810
H 4.797 -0.155 7.670
H 5.908 1.019 6.962
H 5.697 -1.804 6.168
H 6.881 -1.199 7.143
H 7.146 -1.483 4.510
H 8.063 -0.296 5.445
H 6.798 0.616 3.393
H 6.550 1.497 4.887
C -3.407 -1.168 0.494
N -3.657 0.247 0.609
C -2.966 1.049 -0.359
P -1.481 1.505 0.790
C -2.486 2.819 1.602
C -2.823 3.927 0.825
C -3.534 4.977 1.366
C -3.927 4.933 2.697
C -3.614 3.829 3.469
C -2.888 2.776 2.928
C -0.098 2.674 0.322
C 0.350 3.490 1.369
C 1.540 4.188 1.267
C 2.326 4.083 0.131
C 1.902 3.278 -0.908
C 0.708 2.586 -0.808
C -4.810 0.682 1.311
C -5.161 0.041 2.501
C -6.228 0.475 3.263
C -6.979 1.563 2.856
C -6.658 2.189 1.668
C -5.589 1.760 0.899
P -1.606 -1.572 0.290
C -0.966 -1.482 2.011
C -1.639 -0.763 2.996
C -1.127 -0.679 4.278
C 0.061 -1.316 4.596
C 0.732 -2.037 3.623
C 0.227 -2.116 2.337
C -1.639 -3.398 0.129
C -0.426 -4.024 -0.165
C -0.337 -5.402 -0.239
C -1.471 -6.178 -0.049
C -2.683 -5.564 0.220
C -2.770 -4.187 0.322
H -3.916 -1.580 -0.400
H -3.771 -1.701 1.375
H -3.539 1.913 -0.696
H -2.674 0.426 -1.249
H -2.510 3.953 -0.214
H -3.779 5.831 0.756
H -4.471 5.762 3.124
H -3.933 3.790 4.500
H -2.631 1.935 3.554
H -0.235 3.576 2.274
H 1.866 4.812 2.083
H 3.260 4.615 0.058
H 2.505 3.167 -1.798
H 0.402 1.963 -1.639
H -4.603 -0.812 2.857
H -6.468 -0.046 4.177
H -7.807 1.906 3.454
H -7.253 3.019 1.322
H -5.393 2.280 -0.025
H -2.554 -0.244 2.764
H -1.656 -0.117 5.032
H 0.465 -1.229 5.592
H 1.656 -2.547 3.859
H 0.782 -2.660 1.587
H 0.450 -3.414 -0.366
H 0.610 -5.873 -0.458
H -1.417 -7.252 -0.131
H -3.571 -6.160 0.355
H -3.730 -3.745 0.531
S -1.786 2.171 -2.910
C -0.811 3.480 -3.354
N 0.256 3.447 -4.148
C 0.767 4.785 -4.419
C -0.056 5.663 -3.454
N -1.044 4.727 -2.949
H 0.596 2.623 -4.621
H 0.590 5.054 -5.464
H 1.841 4.836 -4.227
H -0.541 6.501 -3.958
H 0.543 6.055 -2.625
H -1.796 5.005 -2.344
C -1.146 -0.213 -5.357
Si -1.581 -1.371 -3.870
C -0.430 -2.975 -4.025
C -0.089 -3.212 -5.498
C -1.132 -4.226 -3.495
C 0.882 -2.786 -3.258
C -3.535 -1.669 -4.029
C -4.086 -2.797 -3.147
C -4.311 -0.392 -3.695
C -3.799 -2.025 -5.494
H -1.315 -0.723 -6.303
H -0.099 0.085 -5.330
H -1.763 0.685 -5.363
H -0.983 -3.374 -6.092
H 0.527 -4.105 -5.584
H 0.470 -2.384 -5.921
H -1.943 -4.518 -4.153
H -1.526 -4.076 -2.493
H -0.430 -5.058 -3.461
H 1.528 -2.082 -3.778
H 1.413 -3.736 -3.201
H 0.699 -2.417 -2.238
H -3.579 -2.860 -2.183
H -3.992 -3.759 -3.637
H -5.148 -2.633 -2.967
H -4.323 -0.207 -2.620
H -5.342 -0.510 -4.020
H -3.906 0.481 -4.200
H -3.193 -2.866 -5.820
H -3.614 -1.179 -6.148
H -4.842 -2.309 -5.615
*
```


DFT (ωB97M-V/def2-TZVPD) results for a cluster of 2 separate species, C6H18N2Si in total at a distorted geometry.

The molar mass is 146.31 Da. As for the SMILES: CN[Si@H](C)C(C)C.C=N. The calculation puts the energy relative to the best compared isomer or geometry (same formula, charge and spin) at 304.6 kJ/mol. The value obtained for the highest occupied orbital energy is -8.3 eV. The electronic energy comes out at -638.3347 Ha. The value obtained for the HOMO-LUMO gap is 0.34311 Ha.

```
! wB97M-V def2-TZVPD RIJCOSX def2/J DEFGRID3
* xyz 0 1
C 1.064 -1.942 -0.136
N 0.709 -0.601 0.286
Si -0.437 0.595 -0.198
C -0.633 1.748 1.398
C -2.167 -0.331 -0.339
C -2.674 -1.081 0.920
C -1.961 -1.550 -1.330
H 2.120 -1.953 -0.391
H 0.822 -2.564 0.758
H 0.569 -2.146 -1.038
H 1.069 -0.347 1.167
H 0.089 1.239 -1.318
H 0.353 2.008 1.875
H -1.168 2.542 0.953
H -1.315 1.276 2.151
H -2.936 0.309 -0.825
H -3.687 -1.334 0.917
H -1.969 -1.922 1.007
H -2.526 -0.444 1.765
H -1.245 -2.366 -0.959
H -1.709 -1.288 -2.463
H -2.891 -2.124 -1.366
C 4.073 2.611 -0.203
N 3.703 2.189 -1.344
H 5.026 2.835 0.191
H 3.313 2.462 0.635
H 4.408 2.181 -2.115
*
```


DFT (ωB97M-V/def2-TZVPD) results for a cluster of 2 separate species, C5H13NS in total at a distorted geometry.

The molar mass is 119.23 Da. As for the SMILES: C=CN.CCCS. The calculation puts the energy relative to the best compared isomer or geometry (same formula, charge and spin) at 158.2 kJ/mol. The value obtained for the highest occupied orbital energy is -7.8 eV. The electronic energy comes out at -651.1837 Ha. The value obtained for the HOMO-LUMO gap is 0.31326 Ha.

```
! wB97M-V def2-TZVPD RIJCOSX def2/J DEFGRID3
* xyz 0 1
C -1.544 -2.250 -1.323
C -1.373 -1.170 -2.111
N -0.115 -0.673 -2.609
H -2.577 -2.583 -1.133
H -0.753 -2.850 -0.896
H -2.220 -0.575 -2.430
H 0.578 -1.407 -2.745
H -0.186 -0.082 -3.410
C 0.869 1.983 2.519
C 0.405 0.623 2.047
C 0.895 0.251 0.633
S 0.135 1.385 -0.552
H 1.998 2.091 2.202
H 0.845 2.107 3.628
H 0.371 2.824 2.049
H 0.678 -0.163 2.796
H -0.699 0.643 1.998
H 0.608 -0.818 0.438
H 1.971 0.294 0.530
H 0.114 0.368 -1.631
*
```


DFT (ωB97M-V/def2-TZVPD) results for an isolated molecule of C5H7N.

The molar mass is 81.12 Da. As for the SMILES: Cn1cccc1. The calculation puts the energy relative to the best compared isomer or geometry (same formula, charge and spin) at 33.5 kJ/mol. The value obtained for the highest occupied orbital energy is -8.3 eV. The electronic energy comes out at -249.4605 Ha. The value obtained for the HOMO-LUMO gap is 0.34181 Ha.

```
! wB97M-V def2-TZVPD RIJCOSX def2/J DEFGRID3
* xyz 0 1
C -1.847 0.224 0.020
N -0.432 -0.017 -0.164
C 0.247 -1.139 0.241
C 1.589 -0.852 0.252
C 1.732 0.505 -0.153
C 0.472 0.985 -0.399
H -2.031 0.687 0.996
H -2.400 -0.716 -0.036
H -2.213 0.895 -0.762
H -0.283 -2.054 0.471
H 2.384 -1.540 0.512
H 2.653 1.064 -0.252
H 0.128 1.958 -0.727
*
```